Record 1
10
Properties=species:S:1:pos:R:3:forces:R:3 method="wB97M-V/def2-TZVPD" charge=+1 lumo_energy_ev=-4.94 de_lowest_kcal_mol=32.6 orbital_gap_ev=8.57
C -1.1006 -0.1091 0.1421 -1.16 -1.94 -0.02
C -0.9699 1.3208 0.3251 0.12 -0.41 0.67
C -0.0713 -0.8828 -0.2681 -1.53 1.49 0.21
N 0.2954 1.6217 0.1649 4.10 -0.44 -1.70
N 1.3827 1.4660 -0.1793 -3.16 1.18 1.29
N 1.0289 -1.4664 -0.4194 1.74 -0.58 -2.04
H -2.1430 -0.6112 0.3291 2.16 0.91 -0.45
H -1.5697 2.0268 0.8950 -0.23 -0.52 -0.43
H 1.5728 -1.6486 -1.4013 -1.99 0.51 2.75
H 1.5746 -1.7172 0.4119 -0.05 -0.20 -0.28


Record 2
15
Properties=species:S:1:pos:R:3:forces:R:3 method="wB97M-V/def2-TZVPD" charge=-1 lumo_energy_ev=3.32 de_lowest_kcal_mol=106.1 orbital_gap_ev=7.63
C 2.2421 2.6238 0.9834 1.07 2.30 -0.28
C 2.4264 1.3093 0.7154 -1.02 4.36 1.06
C -0.3670 -0.7861 -0.3341 -0.78 -1.35 0.50
O -2.4895 -1.2601 1.2621 1.27 -0.06 0.03
O -1.3438 -3.2791 0.4954 0.56 -0.02 -0.40
O -3.0615 -1.9312 -0.8892 1.45 0.06 -0.75
O -0.9238 0.3768 -0.7712 2.54 0.69 2.13
S -1.7048 -1.9185 0.2259 -3.36 1.28 0.94
Br 0.2662 -2.0546 -1.8289 0.36 0.48 -0.84
H 2.8901 3.3856 1.6625 -1.20 -2.47 -1.35
H 1.5422 3.2778 0.3743 0.43 -1.27 0.86
H -1.5255 0.3826 -1.4599 -2.17 -0.65 -2.31
H 3.1599 0.8355 1.2620 1.30 -1.59 0.76
H 1.6702 0.8960 0.1287 -0.61 -1.35 -1.04
H -2.7811 -1.8577 -1.8263 0.15 -0.40 0.68


Record 3
16
Properties=species:S:1:pos:R:3:forces:R:3 method="wB97M-V/def2-TZVPD" charge=0 smiles=CC1(C)CNN1 lumo_energy_ev=1.06 de_lowest_kcal_mol=75.7 orbital_gap_ev=9.23
C -0.3600 -1.4247 -0.2965 -1.31 1.38 4.08
C -0.1154 0.1255 0.1042 2.07 -1.63 -0.92
C -0.5084 1.0452 -1.0789 -0.36 1.84 0.98
C 1.3830 0.4565 0.6685 -2.46 1.30 -0.98
N -0.9440 -1.5595 1.1949 5.10 2.79 -2.29
N -1.0498 -0.0647 1.2257 -1.75 -1.28 -1.82
H -1.1883 -1.4481 -0.9789 -0.04 -0.39 -0.66
H 0.4144 -2.1539 -0.3915 0.58 -0.12 -0.66
H 0.3781 1.2571 -1.8005 -1.45 0.09 1.61
H -1.0858 1.9701 -0.6038 1.78 -1.33 -1.24
H -1.2777 0.6181 -1.7091 -0.21 -0.45 0.01
H 1.9270 1.1035 -0.0593 -0.21 -0.75 0.50
H 1.8766 -0.4781 0.8576 0.42 -0.14 0.41
H 1.1981 1.0950 1.5722 0.55 -0.77 -0.54
H -1.7481 -2.0481 1.2963 -3.52 -1.16 -0.02
H -0.6703 0.2200 2.0767 0.82 0.63 1.56


Record 4
94
Properties=species:S:1:pos:R:3:forces:R:3 method="wB97M-V/def2-TZVPD" charge=0 lumo_energy_ev=-0.23 orbital_gap_ev=8.00
C 4.2028 -2.2659 0.6343 0.70 0.07 -0.56
C 3.5464 -1.1837 -0.1482 0.12 0.03 0.21
C 2.8079 -1.3043 -1.2529 0.05 0.32 0.13
O 2.4654 -2.4366 -1.8870 -0.11 0.33 -0.15
C 1.4372 -3.1272 -1.1646 -0.08 -0.68 0.27
O 1.6318 -4.2751 -0.9167 0.07 0.11 -0.23
C 0.2725 -2.3280 -0.7540 0.08 0.12 -0.02
C -0.3082 -2.6391 0.4688 0.07 0.04 -0.15
C -1.3976 -1.8923 0.9029 0.25 -0.42 0.14
C -1.9058 -0.8676 0.1277 0.16 -0.11 0.20
C -1.3192 -0.5586 -1.0896 -0.07 0.05 0.07
C -0.2395 -1.2871 -1.5295 0.39 0.32 -0.24
C 2.3956 0.0846 -1.6561 -0.39 -1.00 -0.16
O 2.1906 0.5509 -2.7249 -0.38 0.31 0.22
O 2.4154 0.7927 -0.4524 1.20 1.66 -0.59
C 3.5594 0.2891 0.1600 -1.20 -1.48 0.03
O 4.3222 0.9432 0.7993 -0.06 0.27 0.42
H 4.9819 -2.7000 0.0040 0.02 -0.09 0.01
H 4.7057 -1.8703 1.5121 -0.23 -0.05 0.21
H 3.5072 -3.0647 0.8731 -0.16 0.13 0.24
H 0.1257 -3.4435 1.0501 -0.25 0.08 0.07
H -1.8341 -2.1318 1.8576 -0.12 0.09 0.07
H -2.7523 -0.3170 0.4974 -0.03 0.16 -0.09
H -1.7173 0.2519 -1.6786 0.02 0.03 -0.07
H 0.2110 -1.0214 -2.4739 -0.05 -0.25 -0.14
O -4.0209 -1.4426 -1.8250 -0.26 0.02 -0.23
H -4.2977 -1.0260 -2.6501 0.00 -0.05 -0.02
H -3.6589 -2.2918 -2.0970 0.08 0.01 0.09
O 1.9430 -1.4579 2.7866 0.06 -0.06 0.07
H 2.0849 -1.3177 3.7336 0.05 -0.07 0.03
H 2.3585 -0.7024 2.3642 -0.15 0.11 0.00
O -1.3581 -3.4604 3.7003 -0.06 -0.17 0.04
H -1.5604 -3.6419 4.6233 0.06 0.16 0.06
H -0.5416 -2.9504 3.7323 0.00 -0.04 -0.10
O -6.5110 -0.1212 -2.3604 0.03 0.09 0.09
H -5.9044 -0.2908 -1.6285 -0.06 -0.10 0.02
H -7.2802 0.2843 -1.9438 -0.04 -0.07 -0.11
O 3.9694 3.4160 2.9138 -0.27 -0.18 0.18
H 3.6265 2.7428 2.3143 0.16 0.01 -0.29
H 4.8175 3.0591 3.1961 0.02 0.05 0.01
O 0.2516 -5.4227 1.9067 0.22 -0.24 0.14
H 0.9142 -6.0543 1.6099 -0.04 0.03 -0.13
H -0.5424 -5.9420 2.0639 -0.06 0.12 0.06
O -1.7232 2.3241 0.0988 -0.09 0.04 -0.03
H -1.4108 2.3951 1.0111 -0.03 -0.12 0.06
H -1.3083 3.0647 -0.3519 0.08 0.00 0.05
O -9.1994 0.9758 -1.4760 -0.10 0.03 0.13
H -9.6143 1.1644 -2.3238 0.09 0.05 -0.03
H -9.8693 0.5013 -0.9728 0.04 -0.08 -0.03
O -3.6939 -0.9245 2.6473 -0.31 0.06 0.22
H -3.9424 -0.0258 2.8858 0.06 0.03 -0.06
H -4.4431 -1.2546 2.1392 0.03 0.00 -0.04
O -0.4952 -1.6368 -4.7686 0.02 0.06 0.02
H 0.3840 -1.7863 -5.1307 -0.02 0.02 -0.05
H -0.7145 -0.7436 -5.0601 0.00 -0.01 -0.15
O -7.0111 0.8620 0.7124 -0.08 -0.04 0.04
H -7.7093 1.1330 0.1041 0.03 0.06 -0.05
H -7.3630 1.0453 1.5882 0.03 0.02 0.01
O -0.7528 4.8251 1.1448 0.08 0.20 0.06
H -0.2615 5.5732 1.4971 0.03 0.04 -0.08
H -1.6205 5.1855 0.9334 -0.05 -0.11 0.04
O 0.2328 2.8739 -3.9269 0.12 0.12 0.09
H 0.9506 3.3101 -4.4059 0.09 -0.15 -0.01
H 0.6752 2.4506 -3.1806 -0.02 -0.01 0.01
O 1.1550 3.2980 4.1512 0.37 0.21 0.05
H 2.0868 3.1219 3.9674 0.24 0.10 0.03
H 1.0156 4.1807 3.7953 -0.04 0.08 0.04
O 0.2635 5.4860 -5.6588 0.00 -0.09 -0.06
H -0.1977 5.6670 -6.4842 0.01 -0.01 -0.01
H -0.3745 4.9903 -5.1294 0.08 -0.05 0.04
O 0.2850 1.1231 -6.3228 -0.01 -0.36 -0.05
H 0.5761 1.2719 -5.4153 -0.11 0.21 0.02
H 0.6446 1.8810 -6.8000 -0.01 0.00 -0.04
O -0.8471 1.8693 3.1933 -0.31 -0.16 -0.34
H -1.0636 1.5965 4.0889 -0.04 -0.05 -0.06
H -0.0218 2.3686 3.2974 -0.12 -0.07 0.18
O 2.7970 -1.9195 5.5018 -0.18 -0.01 0.02
H 3.1670 -2.7588 5.2062 -0.03 0.01 -0.07
H 2.3880 -2.1295 6.3516 0.30 -0.01 0.18
O 2.3774 3.1980 -6.0942 0.10 0.28 -0.14
H 3.2649 3.1012 -6.4526 0.06 -0.04 0.17
H 2.0936 4.0820 -6.3685 -0.16 -0.02 0.11
O 2.8006 -2.6430 8.3511 -0.07 0.03 0.01
H 2.4157 -2.8613 9.2057 -0.02 -0.02 -0.02
H 3.5429 -2.0645 8.5551 0.01 0.01 -0.05
O 6.6131 -0.6155 -0.6441 0.08 -0.10 -0.13
H 7.1154 -0.7657 0.1619 0.00 0.05 0.01
H 5.7928 -0.2072 -0.3502 0.25 0.15 0.11
O -0.4606 -2.5550 6.4986 0.05 -0.04 0.11
H 0.3219 -2.1042 6.1644 -0.08 0.05 -0.12
H -0.1712 -2.9655 7.3193 -0.02 -0.01 0.00
O 1.0875 2.8188 -8.8013 -0.01 -0.02 -0.08
H 0.6473 2.1676 -9.3578 -0.05 0.02 0.02
H 1.9805 2.4769 -8.6938 -0.01 -0.02 0.05